(1)
C17H22N2O4S | the ωB97M-V functional and the def2-TZVPD basis

Calculated values
Kohn-Sham gap: 0.319 hartree
Energy above the lowest of the compared OMol25 structures with the same formula, charge and spin: 303.3 kJ/mol
Max |F|: 1.1 eV/A
Net charge: 0
E_HOMO: -8.3 eV

Element x y z (Å)
C: -5.319 -3.237 0.565
O: -5.119 -1.846 0.660
C: -3.924 -1.331 0.287
C: -2.862 -2.071 -0.183
C: -1.666 -1.438 -0.550
C: -1.531 -0.086 -0.447
S: -0.001 0.707 -0.926
O: 0.618 1.275 0.240
O: -0.244 1.566 -2.051
N: 0.928 -0.590 -1.479
C: 2.148 -0.865 -0.749
C: 3.266 0.139 -1.095
N: 4.463 0.079 -0.291
C: 4.281 0.441 1.103
C: 5.666 0.632 1.724
O: 6.435 -0.546 1.624
C: 6.575 -0.936 0.279
C: 5.212 -1.159 -0.382
C: -2.587 0.717 0.035
C: -2.476 2.115 0.159
C: -3.526 2.856 0.630
C: -4.728 2.235 0.996
C: -4.865 0.878 0.888
C: -3.804 0.087 0.408
H: -6.338 -3.411 0.908
H: -4.623 -3.787 1.205
H: -5.220 -3.586 -0.468
H: -2.926 -3.142 -0.280
H: -0.842 -2.026 -0.920
H: 1.079 -0.474 -2.471
H: 1.890 -0.780 0.307
H: 2.457 -1.892 -0.969
H: 3.561 -0.003 -2.141
H: 2.845 1.143 -0.988
H: 3.709 1.367 1.159
H: 3.747 -0.340 1.670
H: 5.589 0.856 2.789
H: 6.181 1.456 1.209
H: 7.160 -1.858 0.287
H: 7.118 -0.160 -0.280
H: 5.352 -1.418 -1.434
H: 4.703 -1.995 0.129
H: -1.547 2.581 -0.126
H: -3.433 3.928 0.722
H: -5.546 2.835 1.365
H: -5.784 0.387 1.166

Force components x, y, z for each atom (eV/Å):
0.0 -0.3 0.0
0.2 0.4 0.0
0.2 -0.2 -0.1
-0.5 -0.1 0.2
0.1 0.2 0.0
0.8 -0.2 -0.3
0.1 -0.7 -0.5
0.0 -0.2 0.1
-0.1 -0.2 -0.1
-0.7 0.8 0.1
0.5 0.1 0.4
-0.2 -0.1 0.1
0.0 -0.1 0.0
0.4 0.1 0.1
-0.3 0.2 0.1
0.0 -0.1 0.1
-0.1 -0.3 -0.3
0.3 0.1 0.2
-0.5 0.0 0.2
-0.2 0.2 0.1
0.2 0.0 -0.1
-0.1 -0.2 0.0
-0.1 0.1 0.0
0.2 0.1 -0.1
0.1 0.0 0.0
0.0 0.0 0.0
0.0 0.0 0.0
-0.1 -0.1 0.0
0.0 -0.1 0.0
-0.1 0.1 -0.2
0.2 -0.2 0.0
-0.1 0.1 0.1
-0.1 0.1 0.0
0.1 0.0 -0.1
0.0 0.0 0.1
0.0 0.1 0.0
0.0 0.0 -0.1
-0.1 0.0 0.1
0.0 0.1 -0.1
0.0 -0.1 0.0
0.0 0.0 0.0
0.0 0.0 -0.1
0.0 0.2 0.0
0.0 0.1 0.0
-0.1 0.0 0.0
-0.1 0.0 0.0

These are the Löwdin partial charges, in e, on atoms 1 to 2:
1 C -0.074
2 O -0.076

=====

(2)
C17H22N2O4S3 | the ωB97M-V functional and the def2-TZVPD basis

Calculated values
Kohn-Sham gap: 0.320 hartree
Energy above the lowest of the compared OMol25 structures with the same formula, charge and spin: 21.6 kJ/mol
Max |F|: 0.9 eV/A
Net charge: 0
E_HOMO: -8.2 eV

Element x y z (Å)
C: -3.860 -1.421 -1.460
C: -2.796 -1.753 -0.419
C: -1.950 -2.937 -0.836
S: -0.759 -3.321 0.479
O: -1.419 -3.269 1.752
O: -0.045 -4.523 0.143
C: 0.434 -2.003 0.391
N: 0.159 -0.748 0.371
C: 1.249 0.033 0.277
S: 0.925 1.789 0.220
O: 1.487 2.403 1.399
O: 1.386 2.293 -1.051
C: -0.857 1.846 0.298
C: -1.586 2.031 -0.859
C: -2.969 2.046 -0.789
C: -3.618 1.867 0.428
C: -5.113 1.885 0.517
C: -2.857 1.678 1.580
C: -1.477 1.670 1.520
C: 2.458 -0.649 0.206
N: 3.699 -0.185 0.099
C: 4.847 -1.060 -0.006
C: 5.990 -0.119 -0.375
C: 5.578 1.188 0.300
C: 4.068 1.220 0.086
S: 2.139 -2.376 0.278
H: -4.458 -0.578 -1.128
H: -4.519 -2.272 -1.620
H: -3.396 -1.162 -2.409
H: -3.266 -1.992 0.537
H: -2.147 -0.890 -0.260
H: -1.362 -2.747 -1.730
H: -2.540 -3.841 -0.971
H: -1.060 2.171 -1.790
H: -3.549 2.197 -1.688
H: -5.474 0.986 1.013
H: -5.566 1.952 -0.469
H: -5.442 2.741 1.106
H: -3.356 1.539 2.527
H: -0.872 1.536 2.401
H: 4.668 -1.836 -0.757
H: 5.028 -1.556 0.956
H: 6.954 -0.487 -0.031
H: 6.031 0.015 -1.456
H: 6.070 2.057 -0.129
H: 5.805 1.147 1.365
H: 3.534 1.769 0.863
H: 3.804 1.666 -0.879

Force components x, y, z for each atom (eV/Å):
0.2 -0.1 0.2
-0.3 0.2 -0.1
0.5 0.2 0.7
-0.3 -0.2 -0.1
-0.2 0.3 0.0
0.3 0.0 -0.3
0.3 -0.2 -0.2
-0.6 -0.5 0.1
-0.3 0.5 0.0
0.3 -0.1 -0.1
-0.4 -0.1 0.2
-0.4 -0.1 -0.1
0.6 0.0 -0.1
0.2 0.0 -0.1
0.0 0.0 0.1
0.1 0.0 -0.1
0.0 0.0 0.0
0.1 0.0 -0.1
-0.1 0.1 0.2
-0.1 -0.3 0.0
0.0 -0.2 0.0
0.3 -0.4 0.0
0.0 0.0 0.1
-0.1 -0.1 -0.1
0.1 0.6 -0.1
-0.2 0.5 -0.1
-0.1 0.1 0.0
-0.1 -0.1 -0.1
0.0 0.1 -0.2
0.0 0.1 0.0
-0.1 0.0 0.1
0.1 0.0 -0.1
0.1 -0.2 0.1
0.0 0.0 -0.2
-0.1 0.0 -0.1
-0.1 -0.1 0.0
-0.1 0.0 0.0
-0.1 0.0 0.0
0.0 0.0 0.1
0.0 -0.1 0.2
0.1 0.0 0.0
0.0 0.0 0.0
0.0 0.0 0.0
0.0 0.0 0.0
0.0 0.1 0.0
0.0 0.0 0.0
0.1 -0.1 -0.1
0.0 0.0 0.1

These are the Löwdin partial charges, in e, on atoms 1 to 2:
1 C -0.090
2 C -0.291

=====

(3)
C17H22N4O | the ωB97M-V functional and the def2-TZVPD basis

Calculated values
Kohn-Sham gap: 0.316 hartree
Energy above the lowest of the compared OMol25 structures with the same formula, charge and spin: 264.6 kJ/mol
Max |F|: 5.3 eV/A
Net charge: 0
E_HOMO: -8.0 eV

Element x y z (Å)
C: 1.680 1.138 4.576
C: 3.118 1.010 3.957
C: 3.141 0.091 2.593
C: 2.135 0.527 1.618
N: 0.862 0.053 1.669
C: 0.246 0.456 0.579
C: -1.284 0.140 0.192
C: -1.801 -1.073 0.881
C: -2.494 -1.868 -0.211
C: -3.228 -3.035 -0.154
C: -3.870 -3.585 -1.354
C: -3.667 -3.065 -2.602
C: -2.885 -1.853 -2.724
C: -2.217 -1.302 -1.522
N: -1.604 -0.057 -1.304
C: -1.425 1.025 -2.186
O: -1.333 2.076 -1.595
C: -1.167 0.740 -3.675
N: -0.083 1.544 -4.264
N: 1.069 1.231 -0.116
C: 2.312 1.261 0.463
C: 3.512 1.737 -0.124
H: 1.817 1.810 5.423
H: 1.382 0.161 4.940
H: 1.012 1.590 3.860
H: 3.379 1.966 3.829
H: 3.849 0.570 4.631
H: 4.233 0.280 2.144
H: 3.081 -0.970 2.777
H: -1.729 1.023 0.456
H: -0.908 -1.693 1.132
H: -2.505 -0.870 1.772
H: -3.374 -3.473 0.781
H: -4.517 -4.427 -1.376
H: -3.906 -3.810 -3.396
H: -2.717 -1.346 -3.681
H: -2.077 1.071 -4.160
H: -1.012 -0.253 -3.874
H: 0.844 1.202 -3.966
H: -0.280 2.556 -4.185
H: 0.814 1.712 -0.970
H: 3.894 1.044 -0.926
H: 4.298 1.956 0.652
H: 3.403 2.708 -0.559

Force components x, y, z for each atom (eV/Å):
2.1 -0.4 0.3
-2.3 -4.7 -0.6
3.1 2.7 0.9
0.1 0.0 -1.1
-1.3 -1.0 0.1
-1.6 -1.0 0.3
2.5 0.1 -1.4
-0.7 -1.8 0.8
0.2 -0.3 -2.4
-1.0 0.5 -2.6
1.4 1.1 1.7
1.8 0.8 0.0
1.4 0.2 1.8
-3.0 -1.1 -0.4
1.1 -0.4 -0.3
0.5 -2.0 2.1
0.5 1.6 -1.3
-0.3 3.7 0.5
-0.3 -0.4 0.4
0.4 1.1 -2.3
-1.9 -1.4 2.2
2.8 0.7 -0.8
-0.4 0.0 0.2
-0.6 0.0 -0.1
-0.4 -0.2 -0.1
1.5 3.6 -1.4
-0.2 -0.1 0.3
-2.3 -0.5 0.8
-0.2 -0.2 0.4
-1.7 2.0 0.7
-0.7 0.5 0.7
1.4 -0.3 -1.3
-0.5 -0.8 1.4
-0.2 -0.9 0.8
-0.2 1.6 0.0
-0.2 -0.5 0.4
-0.4 -0.2 -0.4
0.4 -2.4 -0.3
-0.8 0.9 -0.1
0.7 -1.1 0.2
0.0 -0.1 0.2
-0.1 0.6 0.8
-0.7 -0.8 -0.7
-0.3 0.7 -0.7

These are the Löwdin partial charges, in e, on atoms 1 to 2:
1 C -0.102
2 C -0.196